Record 1
Computed, not measured: a structure of composition C3H4Br2FeN3O7P2, with ωB97M-V/def2-TZVPD.

Calculated values
LUMO level (spin up / spin down) = 0.07525 / 0.07495 Ha
DFT total energy = -7902.54346 hartree
HOMO (spin up / spin down) = -6.782 / -6.534 eV
Max |F| = 0.64 eV Å⁻¹
Relative energy (zero: lowest compared OMol25 entry of this formula, charge and spin) = 13.2 kcal/mol
Frontier orbital gap (spin up / spin down) = 0.3245 / 0.3151 Eh

```
! wB97M-V def2-TZVPD RIJCOSX def2/J DEFGRID3
* xyz -1 5
Fe -0.170 -0.137 -0.788
O 2.716 0.113 0.608
P 2.513 0.823 -0.826
O 3.784 1.230 -1.425
O 1.581 -0.130 -1.596
O 1.564 2.059 -0.378
P 0.346 2.772 -1.203
O -0.177 3.794 -0.073
O 0.785 3.496 -2.392
O -0.734 1.681 -1.317
H 3.495 0.471 1.046
H -0.662 3.328 0.615
Br -3.730 -1.178 -1.941
C -2.606 -2.593 -1.282
Br -0.839 -2.519 -2.069
H -3.047 -3.546 -1.538
H -2.488 -2.456 -0.215
N -1.010 -0.849 0.893
C -0.820 -0.896 2.053
N -0.743 -0.868 3.323
C -0.131 -1.879 3.944
N 0.374 -2.715 4.563
*
```

Löwdin population analysis, charges in e, atoms 1 to 6:
1. Fe 0.653
2. O -0.136
3. P 0.193
4. O -0.271
5. O -0.396
6. O -0.289



Record 2
Computed, not measured: a structure of composition C3H4Br3CaO2 at a distorted geometry, with ωB97M-V/def2-TZVPD.

Calculated values
LUMO level = -0.21395 Ha
DFT total energy = -8666.64997 hartree
HOMO = -12.996 eV
Max |F| = 2.92 eV Å⁻¹
Relative energy (zero: lowest compared OMol25 entry of this formula, charge and spin) = 0.0 kcal/mol
Frontier orbital gap = 0.2636 Eh

```
! wB97M-V def2-TZVPD RIJCOSX def2/J DEFGRID3
* xyz 1 1
Ca 0.496 0.556 3.527
C -0.071 -1.709 -0.120
C 0.182 -0.999 1.227
O -0.699 -1.027 2.116
O 1.249 -0.344 1.449
H -0.841 -1.276 -0.758
H -0.419 -2.732 0.024
H 0.859 -1.638 -0.684
C -0.062 1.689 -1.320
Br -1.784 1.511 -2.335
Br -0.517 2.488 0.411
Br 1.237 2.790 -2.292
H 0.370 0.691 -1.246
*
```

Löwdin population analysis, charges in e, atoms 1 to 6:
1. Ca 1.682
2. C 0.018
3. C -0.742
4. O -0.151
5. O -0.206
6. H 0.071



Record 3
Computed, not measured: a cluster of 2 separate species, C3H4BrF in total at a distorted geometry, with ωB97M-V/def2-TZVPD.

Calculated values
LUMO level (spin up / spin down) = -0.03673 / -0.00654 Ha
DFT total energy = -2790.37930 hartree
HOMO (spin up / spin down) = -8.373 / -9.687 eV
Max |F| = 2.76 eV Å⁻¹
Relative energy (zero: lowest compared OMol25 entry of this formula, charge and spin) = 115.8 kcal/mol
Frontier orbital gap (spin up / spin down) = 0.2710 / 0.3494 Eh

```
! wB97M-V def2-TZVPD RIJCOSX def2/J DEFGRID3
* xyz 0 1
C -1.756 0.605 0.936
C 1.050 -0.022 -0.121
C 1.440 -0.777 -1.109
F 1.431 -0.031 1.141
Br -2.690 1.762 -0.067
H -0.908 0.168 0.325
H -1.606 0.713 2.010
H 2.233 -1.525 -1.131
H 0.804 -0.892 -1.985
*
```

Löwdin population analysis, charges in e, atoms 1 to 6:
1. C -0.599
2. C -0.161
3. C -0.007
4. F 0.048
5. Br 0.657
6. H -0.062



Record 4
Computed, not measured: an isolated molecule of C3H4BrN3O at a distorted geometry, with ωB97M-V/def2-TZVPD.

Calculated values
LUMO level (spin up / spin down) = -0.01048 / -0.01056 Ha
DFT total energy = -2929.89031 hartree
HOMO (spin up / spin down) = -8.485 / -8.493 eV
Max |F| = 2.72 eV Å⁻¹
Relative energy (zero: lowest compared OMol25 entry of this formula, charge and spin) = 210.1 kcal/mol
Frontier orbital gap (spin up / spin down) = 0.3013 / 0.3016 Eh

```
! wB97M-V def2-TZVPD RIJCOSX def2/J DEFGRID3
* xyz 0 1
C 1.202 -2.266 0.164
C -1.092 -0.635 0.050
C -0.607 1.884 0.134
N 1.069 0.181 -0.055
N -0.294 0.384 0.121
N 1.378 -1.041 -0.117
O 2.566 -1.749 -0.145
Br -2.941 -0.178 -0.068
H 0.840 -3.175 -0.287
H 0.389 2.268 0.343
H -0.984 2.064 -0.899
H -1.526 2.264 0.758
*
```

Löwdin population analysis, charges in e, atoms 1 to 6:
1. C 0.008
2. C -0.534
3. C -0.055
4. N 0.112
5. N -0.302
6. N -0.218



Record 5
Computed, not measured: an isolated molecule of C3H4BrNO at a distorted geometry, with ωB97M-V/def2-TZVPD.

Calculated values
LUMO level = 0.02472 Ha
DFT total energy = -2820.65810 hartree
HOMO = -9.124 eV
Max |F| = 4.64 eV Å⁻¹
Relative energy (zero: lowest compared OMol25 entry of this formula, charge and spin) = 34.7 kcal/mol
Frontier orbital gap = 0.3600 Eh

```
! wB97M-V def2-TZVPD RIJCOSX def2/J DEFGRID3
* xyz 0 1
C 1.191 0.171 0.356
C 2.614 -0.635 -0.540
C -0.098 -0.591 0.252
N 1.675 1.017 1.114
O 2.438 -1.622 -1.171
Br 4.171 0.240 -0.115
H -0.391 -1.046 -0.709
H 0.158 -1.383 0.914
H -0.888 -0.090 0.692
H 1.218 1.419 1.832
*
```

Löwdin population analysis, charges in e, atoms 1 to 6:
1. C -0.314
2. C -0.812
3. C -0.032
4. N 0.098
5. O 0.012
6. Br 0.795



Record 6
Computed, not measured: a cluster of 2 separate species, C3H4BrNO in total at a distorted geometry, with ωB97M-V/def2-TZVPD.

Calculated values
LUMO level (spin up / spin down) = -0.01048 / 0.01467 Ha
DFT total energy = -2820.47800 hartree
HOMO (spin up / spin down) = -6.130 / -8.357 eV
Max |F| = 3.99 eV Å⁻¹
Relative energy (zero: lowest compared OMol25 entry of this formula, charge and spin) = 147.7 kcal/mol
Frontier orbital gap (spin up / spin down) = 0.2148 / 0.3218 Eh

```
! wB97M-V def2-TZVPD RIJCOSX def2/J DEFGRID3
* xyz 0 1
C 0.738 0.772 -0.278
C -0.404 1.370 0.170
C 0.557 -0.589 0.046
N -0.599 -0.716 0.706
O -1.269 0.509 0.677
Br 1.794 -2.076 0.198
H 1.679 1.329 -0.569
H -0.835 2.266 0.230
H -0.503 -1.230 -1.886
H -1.158 -1.635 0.706
*
```

Löwdin population analysis, charges in e, atoms 1 to 6:
1. C -0.092
2. C -0.128
3. C -0.827
4. N -0.054
5. O -0.002
6. Br 0.654



Which of these has the highest relative energy (zero: lowest compared OMol25 entry of this formula, charge and spin)?
C3H4BrN3O